The following is a DFT calculation (the ωB97M-V functional and the def2-TZVPD basis) of a structure of composition C9H12HfNS3Sb.

Properties
- HOMO (alpha / beta): -12.38 / -12.28 eV
- Frontier orbital gap (alpha / beta): 8.36 / 6.59 eV
- Charge: +1
- ⟨S²⟩: 0.755
- ΔE to the lowest compared entry with this formula, charge and spin: 10.4 kcal/mol
- Energy: -51363.228 eV
- Spin multiplicity: 2
- LUMO energy (alpha / beta): -4.02 / -5.69 eV
- Strongest force on any atom: 0.539 eV/A

Positions of all 27 atoms, in Å:
1 Hf 1.28671 -1.20988 0.04877
2 S 3.70061 -4.21591 1.55692
3 Sb 3.87732 -1.84443 1.83566
4 S 3.54059 -1.58018 -0.60151
5 S 1.52167 -1.29986 2.36923
6 C -1.68288 -1.30536 0.89403
7 N -0.99444 -1.22950 -0.41815
8 C -1.49093 -2.30698 -1.30063
9 C -1.26940 0.10831 -1.02883
10 C -0.37488 1.19263 -0.46137
11 C -0.87817 2.47048 -0.25618
12 C -0.02998 3.48664 0.15687
13 C 1.32274 3.23640 0.34869
14 C 1.82248 1.95992 0.14799
15 C 0.98876 0.90689 -0.24409
16 H -2.76539 -1.24994 0.75384
17 H -1.36536 -0.46542 1.51342
18 H -1.44279 -2.23795 1.40371
19 H -2.56226 -2.19733 -1.48749
20 H -1.32591 -3.27831 -0.83214
21 H -0.97271 -2.27727 -2.26014
22 H -2.32952 0.34506 -0.90003
23 H -1.08711 0.02279 -2.10267
24 H -1.92866 2.67543 -0.42466
25 H -0.42414 4.47927 0.32615
26 H 1.98356 4.03554 0.65541
27 H 2.88008 1.77896 0.30719

Mulliken atomic charge list, values in e, 4 entries: number 1, Hf, carries 1.04; number 2, S, carries -0.18; number 3, Sb, carries 0.60; number 4, S, carries -0.46

=====

The following is a DFT calculation (the ωB97M-V functional and the def2-TZVPD basis) of an isolated molecule of C9H12I2O2Si.

Properties
- HOMO: -8.56 eV
- Frontier orbital gap: 8.81 eV
- Charge: 0
- ΔE to the lowest compared entry with this formula, charge and spin: 35.8 kcal/mol
- Energy: -37701.769 eV
- LUMO energy: 0.25 eV
- SMILES: CO[Si](C)(OC)c1c(I)cccc1I
- Strongest force on any atom: 5.001 eV/A

Positions of all 26 atoms, in Å:
1 C -2.72480 1.49570 -0.83957
2 O -1.41561 1.13165 -0.36977
3 Si -0.58257 -0.25825 -0.44715
4 C -1.81982 -1.58888 0.21411
5 O 0.03338 -0.37116 -1.96242
6 C -0.38467 -1.14171 -3.11224
7 C 0.93046 0.18102 0.67009
8 C 2.22231 -0.33990 0.51131
9 I 2.44828 -2.03617 -0.71849
10 C 3.31974 -0.04787 1.32670
11 C 3.17755 0.83748 2.41974
12 C 1.91076 1.41409 2.56766
13 C 0.82281 1.02990 1.75355
14 I -1.10750 1.65576 2.54626
15 H -2.72686 2.50315 -1.11308
16 H -3.57151 1.07258 -0.23200
17 H -2.98734 1.15069 -1.90166
18 H -2.66062 -1.67760 -0.55936
19 H -1.39956 -2.66432 0.47936
20 H -2.13276 -1.32106 1.22053
21 H 0.36435 -1.16813 -3.86171
22 H -1.08007 -0.40437 -3.50744
23 H -0.76941 -1.99673 -2.74334
24 H 4.37368 -0.50059 1.18834
25 H 4.04439 0.98098 2.97060
26 H 1.71539 2.06375 3.49998

Mulliken atomic charge list, values in e, 4 entries: number 1, C, carries -0.80; number 2, O, carries -0.12; number 3, Si, carries 0.35; number 4, C, carries -0.92

=====

The following is a DFT calculation (the ωB97M-V functional and the def2-TZVPD basis) of a cluster of 2 separate species, C9H12INOS in total.

Properties
- HOMO (alpha / beta): -8.35 / -6.86 eV
- Frontier orbital gap (alpha / beta): 7.97 / 6.38 eV
- Charge: 0
- ΔE to the lowest compared entry with this formula, charge and spin: 7.6 kcal/mol
- Energy: -31996.067 eV
- LUMO energy (alpha / beta): -0.37 / -0.48 eV
- Strongest force on any atom: 4.940 eV/A

Positions of all 25 atoms, in Å:
1 C 0.33951 -2.25940 1.33718
2 C 0.82111 -2.28160 -0.00855
3 C -0.96410 -0.31045 0.77562
4 C -0.49979 -1.19225 1.78942
5 C -0.50330 -0.36027 -0.57961
6 C 0.39006 -1.37709 -0.95031
7 C -0.85126 -0.95706 3.23058
8 C 1.40329 2.81208 -2.42800
9 C -0.97251 0.47693 -1.70535
10 N 1.03145 2.20911 -1.12529
11 O 0.68954 -1.37908 -2.30942
12 S -2.17232 1.67375 -1.48347
13 I 2.43055 1.15034 -0.19043
14 H 0.61048 -2.93790 2.02818
15 H 1.47518 -3.00284 -0.52129
16 H -1.68082 0.44812 0.86098
17 H -1.78064 -0.44122 3.10206
18 H -0.86449 -1.85636 3.68804
19 H -0.19837 -0.30869 3.60706
20 H 0.68267 3.53326 -2.57026
21 H 2.50987 3.19627 -2.55365
22 H 1.11170 1.93098 -3.15013
23 H -0.76220 0.08013 -2.64714
24 H 1.47259 -1.93446 -2.28361
25 H -1.76479 2.11719 -0.27481

Mulliken atomic charge list, values in e, 4 entries: number 1, C, carries -1.00; number 2, C, carries -0.32; number 3, C, carries -0.36; number 4, C, carries 0.47

=====

The following is a DFT calculation (the ωB97M-V functional and the def2-TZVPD basis) of the ion C9H12N with charge +1.

Properties
- HOMO: -12.60 eV
- Frontier orbital gap: 8.68 eV
- Charge: +1
- ΔE to the lowest compared entry with this formula, charge and spin: 141.3 kcal/mol
- Energy: -11003.734 eV
- LUMO energy: -3.92 eV
- SMILES: C[C@@H]1C2=C(C3=CCC3)[C@]21[NH3+]
- Strongest force on any atom: 5.392 eV/A

Positions of all 22 atoms, in Å:
1 C -2.01485 -0.32317 2.71281
2 C -1.03117 0.53029 1.95730
3 C -1.04886 0.79562 0.52674
4 C -0.04561 0.53905 -0.21466
5 C 0.57437 0.41429 -1.43665
6 C 1.61242 -0.30544 -2.02882
7 C 1.68777 0.50904 -3.17262
8 C 0.52360 1.46392 -2.57213
9 C 0.36881 -0.00667 1.47035
10 N 0.21644 -1.57366 1.43137
11 H -1.67277 -0.67495 3.69562
12 H -2.31153 -1.20509 2.07866
13 H -2.92589 0.36077 2.85980
14 H -0.91910 1.48033 2.62347
15 H 2.08996 -1.17753 -1.59423
16 H 2.60641 0.95697 -3.37297
17 H 1.36757 0.14232 -4.17052
18 H -0.46500 1.53473 -3.03561
19 H 0.84669 2.46640 -2.34831
20 H 0.71056 -2.13695 0.74535
21 H -0.77944 -1.95815 1.44496
22 H 0.60963 -1.83211 2.40006

Mulliken atomic charge list, values in e, 4 entries: number 1, C, carries -1.45; number 2, C, carries 0.68; number 3, C, carries -0.51; number 4, C, carries 0.92